# 1
Here is a structure of composition C3H9BeO13Pd from the OMol25 dataset. Energies are from the ωB97M-V functional and the def2-TZVPD basis.

Summary:
- Net charge: -1
- Multiplicity: 3
- Total energy: -1239.9808 a.u.
- ⟨S²⟩: 2.005
- Orbital gap (spin up / spin down): 4.28 / 4.52 eV

```
27
Properties=species:S:1:pos:R:3:mulliken_charge:R:1
Pd 18.6858 -12.9351 3.6106 1.60
Be 20.8138 -10.8300 2.7319 -0.50
C 17.7549 -14.5643 2.8846 0.83
O 18.3177 -13.7206 2.2104 -0.55
O 17.1970 -15.7747 2.4390 -0.47
O 17.7559 -14.2749 4.0802 -0.54
H 17.5381 -15.9257 1.5549 0.33
C 20.8001 -8.7845 2.2797 0.60
O 21.8507 -9.3006 2.7814 -0.55
O 20.7672 -7.5983 2.6103 -0.74
O 19.8720 -9.6251 2.4455 -0.31
C 20.5488 -12.3221 4.0342 -0.12
O 19.8070 -11.9770 3.0631 -0.12
O 19.7857 -12.8761 4.8642 -0.64
O 21.2086 -11.3109 4.1621 -0.25
O 20.0722 -10.0986 6.2430 -0.68
H 20.4484 -10.7807 5.6407 0.43
H 20.8344 -9.6698 6.6361 0.28
O 18.9194 -11.6049 8.0953 -0.64
H 19.6740 -11.3697 7.6043 0.34
H 18.5285 -12.2546 7.4753 0.29
O 17.3137 -11.6576 3.9946 -0.50
H 17.1544 -10.9697 3.2945 0.34
H 16.4110 -11.5740 4.4991 0.28
O 21.4408 -11.4210 1.1924 -0.29
H 20.8777 -11.8378 0.5221 0.28
H 22.1734 -11.0426 0.6997 0.30
```


# 2
Here is the molecule C3H9Br2PSi from the OMol25 dataset. Energies are from the ωB97M-V functional and the def2-TZVPD basis.

Summary:
- SMILES: C[Si](C)(C)P(Br)Br
- Net charge: 0
- Total energy: -5898.6095 a.u.
- Orbital gap: 8.19 eV
- ΔE to the lowest compared entry with this formula, charge and spin: 12.0 kcal per mole

```
16
Properties=species:S:1:pos:R:3:mulliken_charge:R:1
C -0.4160 1.6886 -1.0001 -1.18
Si -0.0055 0.0411 -0.1209 0.61
C 1.5195 -0.8889 -0.9142 -1.12
C -1.3771 -1.0363 0.3415 -0.95
P 1.0188 0.8783 1.8496 0.09
Br -1.1916 1.6906 2.7089 -0.33
Br 1.3829 -1.0786 2.7100 -0.18
H -1.0067 2.1914 -0.3614 0.40
H 0.5590 1.9206 -1.2125 0.29
H -0.9626 1.5482 -1.8846 0.40
H 2.2577 -0.1019 -1.0746 0.32
H 1.8583 -1.5252 -0.1121 0.30
H 1.3219 -1.4225 -1.7870 0.38
H -1.1605 -2.0613 -0.1580 0.29
H -1.6180 -1.2351 1.3758 0.40
H -2.1802 -0.6090 -0.3603 0.27
```


# 3
Here is the ion C3H9BrN3 with charge +1 from the OMol25 dataset. Energies are from the ωB97M-V functional and the def2-TZVPD basis.

Summary:
- SMILES: C[C@@H](Br)/[N+](N)=C/N
- Net charge: +1
- Total energy: -2857.6868 a.u.
- Orbital gap: 10.34 eV
- ΔE to the lowest compared entry with this formula, charge and spin: 16.3 kcal per mole

```
16
Properties=species:S:1:pos:R:3:mulliken_charge:R:1
C 0.9597 -1.9954 -0.0752 -1.10
C 0.8813 -0.5654 0.5486 -0.25
Br 2.5924 0.2548 -0.1144 -0.07
N -0.1352 0.3347 0.0621 0.30
N -0.9471 -0.0912 -0.9988 -0.75
C -0.3710 1.4862 0.5604 0.24
N -1.3443 2.2308 0.0844 -0.31
H 0.8353 -1.8284 -1.2027 0.35
H 0.1039 -2.7038 0.3692 0.30
H 1.9180 -2.4323 0.2916 0.42
H 0.8207 -0.6583 1.7658 0.37
H -1.8690 -0.4660 -0.5765 0.29
H -0.4730 -0.6490 -1.7581 0.28
H 0.0743 1.8326 1.4430 0.40
H -1.2831 3.1849 0.4064 0.28
H -1.7629 2.0655 -0.8058 0.27
```


Question: total energy of number 2 (C3H9Br2PSi)?
Answer: -5898.6095 a.u.


Question: What is the net charge in the first record?
Answer: -1